Formula: C15H24LiO11S
Source: the OMol25 dataset
Level of theory: the ωB97M-V functional and the def2-TZVPD basis

XYZ file:
```
52
Properties=species:S:1:pos:R:3:forces:R:3:mulliken_charge:R:1
Li -3.847 -10.344 78.789 -0.2 0.6 0.2 0.960
S -5.406 -7.612 79.140 0.5 4.9 3.5 1.605
O -5.366 -7.304 80.613 0.0 -1.7 -1.1 -0.819
O -4.253 -8.466 78.774 2.4 -2.7 -0.6 -0.712
O -6.596 -8.276 78.729 -2.8 -2.4 -1.0 -0.981
O -5.253 -6.338 78.464 0.4 0.6 -1.2 -0.788
C -5.609 -11.487 80.757 -4.9 -3.2 -1.9 -0.601
O -4.479 -10.768 80.619 1.8 -2.7 -6.5 -0.283
H -6.030 -12.098 79.717 1.1 2.7 2.2 0.081
H -6.458 -10.723 81.187 1.6 -2.6 -1.0 0.322
H -5.368 -12.462 81.260 -0.7 1.1 0.8 0.296
H -4.516 -10.353 81.373 1.0 4.7 6.0 0.149
C -1.689 -8.190 80.993 3.0 6.0 -4.2 -0.740
O -1.191 -9.016 80.018 1.8 -3.0 3.0 -0.556
H -0.836 -7.602 81.388 -0.2 0.1 0.0 0.274
H -2.065 -8.587 81.762 -3.3 -3.9 5.7 0.554
H -2.403 -7.430 80.596 0.3 -0.8 0.3 0.109
H -1.554 -8.715 79.266 -1.7 1.4 -4.7 0.362
C -3.228 -12.917 77.191 -5.9 4.6 1.5 -0.883
O -2.682 -11.785 77.866 -1.9 -0.6 0.7 -0.312
H -2.867 -13.793 77.382 2.4 -5.1 2.2 0.573
H -3.071 -12.758 76.229 0.5 0.7 -4.7 0.387
H -4.376 -12.911 77.289 1.8 -0.1 0.2 0.108
H -1.800 -12.006 77.724 2.9 0.7 0.3 0.164
C -1.970 -5.748 78.531 8.6 3.0 -3.4 -0.536
C -1.073 -4.623 78.798 -1.2 -2.7 -0.9 -0.885
C 0.209 -4.639 78.158 -3.2 -1.2 -1.0 0.460
C 0.596 -5.565 77.233 -0.1 -2.3 -2.1 -0.351
C -0.312 -6.720 76.931 2.4 6.5 2.8 -0.530
C -1.496 -6.713 77.597 -2.4 -1.9 0.8 0.117
O -2.229 -7.858 77.341 -0.3 -0.8 -0.1 -0.524
O 0.970 -3.662 78.507 4.2 5.4 1.7 -0.563
H -2.721 -5.920 79.091 -5.8 -0.9 3.3 0.896
H -1.332 -3.781 79.489 0.3 -1.0 -0.7 0.330
H 1.607 -5.372 76.629 -2.3 -0.7 1.5 0.137
H -0.005 -7.275 76.156 0.5 -2.6 -2.3 0.653
H -3.087 -8.153 77.835 0.6 1.9 0.1 0.282
H 1.449 -2.975 77.949 -1.4 -2.2 0.3 0.322
C -4.963 -9.350 75.489 -1.5 -2.5 2.5 -0.058
C -4.353 -9.337 74.284 0.2 5.1 -1.6 -0.767
C -4.412 -10.425 73.530 -0.8 -5.0 0.5 0.947
C -4.991 -11.670 73.982 -0.4 1.6 1.9 -0.565
C -5.640 -11.774 75.248 3.3 8.1 -1.9 -1.197
C -5.583 -10.539 76.046 1.8 -0.9 -5.0 0.249
O -5.947 -10.490 77.284 0.5 -5.1 1.5 -0.445
O -3.707 -10.433 72.408 1.1 0.8 -2.2 -0.538
H -4.959 -8.618 76.257 0.3 1.4 0.0 0.479
H -3.976 -8.321 73.686 -0.7 -2.8 2.2 0.163
H -4.906 -12.629 73.505 0.2 0.0 -1.0 0.254
H -5.980 -12.656 75.472 -2.2 -4.6 1.9 0.842
H -6.294 -9.694 77.516 -1.8 4.7 2.0 0.277
H -3.747 -11.301 72.037 0.0 -0.7 -0.5 0.286
```
Positions in Å, forces in eV/Å.

Properties
* Kohn-Sham gap: 6.187 eV
* calculated total energy: -1819.20575 Eh
* total charge: -1
* molecular weight: 419.35 g/mol
* energy above the lowest of the compared OMol25 structures with the same formula, charge and spin: 2.068 eV

***

Formula: C15H24N2O4S
Source: the OMol25 dataset
Level of theory: the ωB97M-V functional and the def2-TZVPD basis

XYZ file:
```
46
Properties=species:S:1:pos:R:3:forces:R:3:mulliken_charge:R:1
C -0.753 -0.901 -3.287 0.3 -0.2 0.3 -1.306
C -0.088 -1.809 -2.262 -0.1 -0.1 -0.2 -0.188
O 0.839 -1.041 -1.515 -0.2 0.2 -0.2 -0.179
C 1.831 -1.772 -0.834 0.3 -0.4 0.2 -0.571
C 1.349 -2.517 0.418 -0.1 0.5 -0.1 -0.712
C 0.839 -1.560 1.495 0.0 -0.3 0.1 -0.708
N -0.363 -0.897 1.057 0.2 0.0 -0.4 0.704
C -1.477 -0.802 1.795 0.0 0.2 -0.3 0.428
O -1.593 -1.247 2.919 -0.2 -0.1 0.4 -0.751
C -2.634 -0.061 1.098 0.0 -0.1 0.7 0.700
C -3.888 -0.931 1.135 0.2 0.2 0.0 -1.838
N -2.276 0.330 -0.253 0.0 0.8 -0.2 -0.526
S -1.971 1.959 -0.533 -0.1 -0.3 -0.1 1.252
O -2.763 2.772 0.346 0.3 -0.1 0.2 -0.697
O -2.104 2.130 -1.951 0.2 -0.1 0.0 -0.709
C -0.258 2.068 -0.060 -0.6 0.2 -0.2 -0.175
C 0.723 1.910 -1.017 -0.1 0.0 -0.1 -0.004
C 2.051 1.914 -0.630 -0.1 0.0 0.1 -0.723
C 2.399 2.068 0.708 0.0 0.0 -0.1 0.954
C 3.836 2.073 1.131 0.0 0.1 0.0 -1.761
C 1.391 2.241 1.653 -0.1 0.0 -0.1 -0.699
C 0.062 2.245 1.273 0.0 0.1 0.2 -0.474
H -0.010 -0.525 -3.985 0.0 0.1 -0.1 0.329
H -1.504 -1.459 -3.840 -0.1 0.0 -0.1 0.408
H -1.225 -0.053 -2.797 -0.1 0.1 0.0 0.233
H 0.440 -2.630 -2.770 -0.1 0.0 0.1 0.508
H -0.846 -2.248 -1.597 0.1 0.0 0.0 0.188
H 2.576 -1.025 -0.545 0.1 -0.1 0.0 0.231
H 2.301 -2.491 -1.522 0.0 0.1 0.0 0.408
H 2.190 -3.088 0.815 0.0 -0.1 0.0 0.479
H 0.558 -3.219 0.152 0.0 -0.1 0.0 0.260
H 1.612 -0.812 1.717 0.0 -0.1 0.1 0.136
H 0.595 -2.098 2.414 0.1 0.1 -0.1 0.427
H -0.353 -0.500 0.126 -0.1 -0.1 0.2 -0.603
H -2.824 0.854 1.675 0.0 -0.2 0.1 0.262
H -4.063 -1.254 2.157 0.0 0.0 0.0 0.409
H -3.752 -1.812 0.510 0.0 -0.1 -0.1 0.439
H -4.751 -0.370 0.783 -0.1 0.0 0.0 0.455
H -2.886 -0.040 -0.965 -0.1 0.1 -0.3 0.376
H 0.434 1.788 -2.047 0.0 -0.1 -0.2 0.522
H 2.824 1.792 -1.373 0.1 0.0 -0.1 0.421
H 4.466 1.595 0.385 0.1 0.0 0.0 0.377
H 4.181 3.100 1.256 0.1 0.0 0.0 0.393
H 3.962 1.563 2.083 0.1 0.0 0.1 0.392
H 1.652 2.371 2.693 0.0 0.0 0.1 0.413
H -0.727 2.389 1.992 -0.1 0.0 0.2 0.519
```
Positions in Å, forces in eV/Å.

Properties
* Kohn-Sham gap: 9.883 eV
* calculated total energy: -1394.64718 Eh
* molecular weight: 328.43 g/mol
* energy above the lowest of the compared OMol25 structures with the same formula, charge and spin: 1.199 eV

***

Formula: C15H24N4O3S
Source: the OMol25 dataset
Level of theory: the ωB97M-V functional and the def2-TZVPD basis

XYZ file:
```
47
Properties=species:S:1:pos:R:3:forces:R:3:mulliken_charge:R:1
C 2.791 0.256 -3.133 0.4 0.0 -0.2 -0.818
O 1.459 0.420 -2.695 -0.2 0.0 0.2 -0.432
C 1.169 0.811 -1.428 -0.2 0.2 0.2 -0.402
C -0.192 1.040 -1.214 0.2 0.3 0.1 -0.230
C -0.663 1.420 0.025 0.9 0.0 -0.3 -0.473
N -2.037 1.609 0.246 0.0 -0.1 0.1 -0.114
C -3.052 0.808 -0.155 -0.1 0.1 0.1 -0.249
S -4.607 1.368 -0.161 -0.6 0.2 0.0 -0.432
N -2.793 -0.472 -0.522 0.1 -0.3 -0.1 -0.836
N -1.634 -1.125 -0.096 -0.3 -0.2 0.1 0.789
C -1.770 -1.729 1.219 0.1 0.1 0.3 -0.815
C -0.397 -2.222 1.655 -0.2 0.0 0.0 -0.395
N 0.084 -3.213 0.712 0.0 0.0 0.0 -0.176
C 1.336 -3.796 1.138 -0.1 0.0 0.0 -0.971
C 0.185 -2.622 -0.609 -0.2 -0.1 -0.1 -0.029
C -1.179 -2.109 -1.056 0.3 0.1 -0.2 -1.166
C 0.228 1.657 1.067 0.0 0.0 0.1 -0.326
C 1.583 1.452 0.870 0.1 0.0 -0.2 0.447
O 2.529 1.648 1.833 0.0 -0.1 -0.5 -0.451
C 2.131 2.183 3.071 -0.1 0.1 0.2 -0.975
C 2.069 0.998 -0.374 0.4 -0.2 0.1 1.459
O 3.429 0.791 -0.544 -0.5 0.4 0.0 -0.584
C 3.975 -0.282 0.196 0.1 -0.3 0.1 -0.659
H 3.397 1.139 -2.925 0.0 -0.1 0.0 0.323
H 2.717 0.103 -4.210 0.0 0.0 0.1 0.303
H 3.260 -0.620 -2.678 0.0 0.1 0.0 0.244
H -0.867 0.894 -2.040 -0.1 0.0 -0.1 0.556
H -2.333 2.484 0.655 -0.1 -0.2 -0.2 0.303
H -3.633 -1.029 -0.679 0.2 0.2 0.1 0.302
H -2.135 -0.971 1.915 0.0 0.0 0.0 0.436
H -2.477 -2.575 1.206 0.0 0.1 0.0 0.359
H -0.469 -2.684 2.642 0.0 0.1 0.0 0.504
H 0.287 -1.355 1.714 0.0 0.0 0.0 0.086
H 2.144 -3.053 1.230 0.0 0.0 0.0 0.259
H 1.640 -4.554 0.418 0.1 0.0 0.0 0.333
H 1.194 -4.274 2.107 0.1 0.0 0.0 0.362
H 0.533 -3.386 -1.308 0.0 0.1 0.0 0.539
H 0.897 -1.778 -0.619 0.0 0.0 0.0 -0.163
H -1.091 -1.630 -2.032 0.0 0.0 0.0 0.529
H -1.883 -2.955 -1.129 0.0 0.0 0.0 0.382
H -0.155 1.985 2.019 0.0 0.0 0.1 0.465
H 1.650 3.159 2.950 0.0 0.0 0.0 0.361
H 1.456 1.506 3.605 0.0 0.0 0.0 0.349
H 3.048 2.303 3.645 -0.1 0.0 0.0 0.260
H 3.881 -0.122 1.272 0.0 0.0 -0.1 0.234
H 3.493 -1.231 -0.073 0.0 0.1 0.0 0.205
H 5.028 -0.322 -0.075 0.0 -0.1 0.0 0.309
```
Positions in Å, forces in eV/Å.

Properties
* Kohn-Sham gap: 8.543 eV
* calculated total energy: -1428.83351 Eh
* molecular weight: 340.45 g/mol
* energy above the lowest of the compared OMol25 structures with the same formula, charge and spin: 4.627 eV

***

Formula: C15H24N6NiO6
Source: the OMol25 dataset
Level of theory: the ωB97M-V functional and the def2-TZVPD basis

XYZ file:
```
52
Properties=species:S:1:pos:R:3:forces:R:3:mulliken_charge:R:1
O -4.342 2.575 -0.591 1.0 -0.9 -0.9 -0.924
H -4.129 2.263 -1.511 -0.5 0.5 1.2 0.095
Ni -0.594 -0.017 -0.493 2.8 -0.2 0.7 -1.498
N -1.026 1.342 0.773 -0.9 2.3 1.7 1.361
N 0.058 1.542 -1.399 0.1 2.1 -1.1 1.548
N -0.853 -1.613 0.632 0.4 -3.8 -0.5 1.155
N 0.485 -1.380 -1.410 0.8 -4.2 0.0 0.762
O -1.289 1.111 1.988 -0.1 0.2 -0.9 -0.678
O -1.731 -1.772 1.661 0.0 1.6 0.5 -0.616
O 1.273 -1.145 -2.475 -0.1 1.3 -0.1 -0.646
O 0.795 1.494 -2.463 -0.6 -0.1 0.6 -0.848
C -0.361 2.774 -0.934 0.1 -2.1 -0.4 0.424
C -0.997 2.665 0.327 -0.7 -1.2 -0.1 0.286
C -0.244 -2.759 0.256 -2.3 3.0 1.9 0.394
C 0.523 -2.634 -0.929 0.8 3.5 -2.0 0.453
C -1.680 3.758 1.059 0.4 0.3 0.1 -1.546
H -2.730 3.496 1.208 0.0 -0.2 -0.2 0.247
H -1.648 4.686 0.479 0.0 -0.3 0.2 0.380
H -1.202 3.934 2.027 -0.1 -0.1 0.0 0.346
C -0.192 3.977 -1.778 0.1 0.5 0.1 -1.521
H -0.643 3.809 -2.760 0.1 -0.1 0.1 0.313
H 0.858 4.238 -1.946 -0.1 -0.2 0.1 0.305
H -0.682 4.838 -1.325 0.0 -0.1 0.0 0.388
C -0.360 -4.022 1.004 -0.3 -0.3 0.1 -1.598
C 1.354 -3.720 -1.494 0.3 -0.4 -0.1 -1.664
H -1.249 -3.967 1.634 0.2 -0.3 0.0 0.450
H 0.533 -4.182 1.623 -0.2 0.0 0.0 0.299
H -0.431 -4.860 0.301 0.0 0.1 0.2 0.413
H 2.147 -3.301 -2.114 -0.1 -0.1 0.0 0.430
H 0.757 -4.421 -2.094 0.1 0.3 0.0 0.322
H 1.809 -4.319 -0.696 -0.1 0.2 -0.1 0.416
H -1.945 -0.820 1.930 0.2 -1.1 -0.2 0.396
H 1.188 -0.115 -2.557 0.0 -0.9 -0.5 0.468
C -1.886 -0.254 -1.820 -1.4 0.1 -0.4 -1.023
H -2.729 0.363 -1.456 0.2 -0.2 -0.2 0.141
H -2.072 -1.317 -1.880 -0.3 -0.3 0.4 0.351
H -1.503 0.038 -2.787 0.2 0.5 -0.1 0.309
O -4.509 0.175 1.680 0.2 -0.3 -0.6 -0.649
H -4.861 0.979 1.246 0.4 -0.1 -0.2 0.348
H -4.144 -0.325 0.924 -0.4 0.5 0.5 0.294
N 3.711 -1.401 4.652 -0.5 0.8 -2.4 -0.485
C 3.493 -1.034 3.562 0.3 -0.7 2.4 -0.140
C 3.213 -0.577 2.226 -0.1 0.1 0.0 0.037
C 4.275 -0.341 1.348 -0.2 0.3 -0.7 -0.265
C 3.994 0.110 0.052 -1.3 0.0 0.9 -1.272
C 2.641 0.342 -0.257 1.4 -0.1 -0.1 -0.026
N 1.655 0.062 0.570 -1.1 0.4 0.1 0.312
C 1.897 -0.361 1.798 0.3 -0.3 0.1 -0.146
H 5.285 -0.480 1.710 0.1 -0.1 -0.1 0.526
H 4.714 0.317 -0.712 0.5 0.0 0.0 0.491
H 2.359 0.782 -1.208 0.2 -0.1 0.1 0.518
H 1.017 -0.532 2.420 0.4 0.0 0.1 0.571
```
Positions in Å, forces in eV/Å.

Properties
* Kohn-Sham gap (spin up / spin down): 3.770 / 4.123 eV
* multiplicity: 3
* calculated total energy: -2873.87880 Eh
* molecular weight: 443.09 g/mol
* energy above the lowest of the compared OMol25 structures with the same formula, charge and spin: 1.938 eV

***

Formula: C15H24NO8PSSi2
Source: the OMol25 dataset
Level of theory: the ωB97M-V functional and the def2-TZVPD basis

XYZ file:
```
52
Properties=species:S:1:pos:R:3:forces:R:3:mulliken_charge:R:1
O 2.812 0.137 0.549 -0.1 0.2 -0.3 -0.579
C 2.878 -0.400 -0.530 0.1 -0.1 0.1 0.485
C 1.679 -0.956 -1.258 0.0 -0.1 0.5 -0.769
C 0.357 -0.664 -0.549 -0.2 -0.2 -0.2 -0.316
Si -0.143 1.130 -0.554 0.0 -0.2 0.1 0.174
O -1.782 1.227 -0.278 0.2 0.3 0.0 0.096
Si -2.422 2.664 0.215 0.0 -0.1 -0.2 0.264
P -4.646 2.619 -0.149 -0.5 -0.2 0.9 0.194
S -5.649 1.818 1.347 0.1 -0.1 -0.1 -0.449
N 4.102 -0.560 -1.252 0.2 0.1 0.6 -0.320
C 5.141 0.349 -0.861 0.0 0.0 0.0 0.367
C 5.097 1.644 -1.359 0.1 0.1 0.1 -0.038
C 6.070 2.561 -0.989 -0.1 0.0 0.0 -0.620
C 7.096 2.185 -0.133 0.0 -0.1 0.0 -0.440
C 7.153 0.883 0.342 -0.1 0.0 -0.1 -0.641
C 6.173 -0.034 -0.017 0.1 0.0 0.0 -0.467
H 1.831 -2.039 -1.332 0.1 0.0 -0.2 0.357
H 1.698 -0.559 -2.274 0.0 -0.1 0.0 0.367
H 0.346 -1.060 0.468 0.1 0.1 0.0 -0.003
H -0.435 -1.200 -1.082 -0.1 0.0 0.0 0.446
H 0.143 1.701 -1.893 0.1 0.0 0.0 -0.133
H 0.528 1.924 0.499 0.0 0.1 -0.1 -0.112
H -1.844 3.761 -0.603 0.0 0.0 0.1 -0.125
H -2.168 2.873 1.647 -0.1 0.1 0.0 -0.090
H -4.997 3.971 -0.308 0.2 0.1 -0.3 0.057
H -4.899 2.059 -1.409 0.2 0.1 -0.2 0.031
H 4.429 -1.512 -1.111 -0.2 -0.1 -0.4 0.387
H 4.300 1.919 -2.037 0.0 0.0 0.0 0.454
H 6.027 3.575 -1.366 0.0 0.0 0.0 0.360
H 7.852 2.899 0.166 0.0 0.0 0.0 0.379
H 7.952 0.581 1.005 0.0 0.0 0.0 0.363
H 6.216 -1.049 0.361 0.0 0.0 0.0 0.308
C 2.059 -2.101 3.361 0.1 0.1 -0.1 -0.175
C 1.943 -3.276 2.409 0.0 0.1 0.0 -0.112
O 2.009 -4.393 3.297 0.0 0.0 -0.1 -0.369
C 1.621 -3.987 4.532 0.0 0.1 -0.1 0.566
O 1.411 -4.711 5.445 0.0 -0.1 0.1 -0.502
O 1.508 -2.638 4.567 0.0 0.0 0.0 -0.350
H 1.500 -1.225 3.045 -0.1 0.0 0.1 0.239
H 3.096 -1.816 3.545 0.0 0.0 0.0 0.265
H 0.983 -3.297 1.889 0.0 0.0 0.0 0.210
H 2.749 -3.330 1.682 0.1 -0.1 0.1 0.230
C -8.088 -0.419 -0.951 -0.1 0.0 0.1 -0.315
C -8.789 -0.596 -2.286 0.0 0.0 0.1 -0.303
O -8.119 0.372 -3.104 -0.1 0.0 0.0 -0.337
C -6.909 0.620 -2.564 0.0 0.0 0.0 0.678
O -6.058 1.268 -3.090 0.0 0.0 -0.1 -0.556
O -6.794 0.048 -1.351 0.0 0.0 -0.2 -0.251
H -7.988 -1.340 -0.385 0.1 0.0 0.0 0.291
H -8.549 0.344 -0.323 0.0 0.0 0.0 0.261
H -8.626 -1.586 -2.715 0.0 0.0 0.0 0.250
H -9.853 -0.384 -2.257 0.0 0.1 0.0 0.293
```
Positions in Å, forces in eV/Å.

Properties
* Kohn-Sham gap: 8.503 eV
* calculated total energy: -2561.27477 Eh
* molecular weight: 465.57 g/mol